ORCA calculation (ωB97M-V/def2-TZVPD) on a molecular structure, CBrF4N at a distorted geometry.

Kohn-Sham gap (spin up / spin down) (eV): 7.9 / 8.2
Energy relative to the best compared isomer or geometry (same formula, charge and spin) (kJ/mol): 162.3
Net charge: 0

XYZ file:
```
7
Properties=species:S:1:pos:R:3:forces:R:3
C -0.94832 -0.17728 -0.08568 -0.153 2.612 -1.912
N 0.14739 -0.93602 0.25580 0.316 -1.939 1.485
F -0.72944 1.15637 0.04403 -0.173 -0.146 0.537
F -1.94719 -0.53076 0.63792 -1.592 -0.355 0.923
F -1.25148 -0.31990 -1.38981 -0.135 -0.605 -0.113
F 3.06789 1.13672 0.66736 -1.148 -0.956 -0.237
Br 1.66115 -0.32914 -0.12961 2.884 1.388 -0.684
```
Forces are in eV/Å.